No. 1
Below is C26H36HgN5O2S as an isolated structure, with properties calculated with ωB97M-V with the def2-TZVPD basis set.

The geometry in XYZ format:
```
71
Properties=species:S:1:pos:R:3:forces:R:3
Hg -0.3766 -0.5633 0.7382 0.14 0.09 -0.16
C -2.5625 0.5414 3.2424 0.00 0.10 0.05
C -2.1162 -0.7676 3.9177 0.00 -0.07 0.13
N -0.9479 -1.3817 3.3208 -0.06 -0.04 -0.18
C -0.9808 -2.8233 3.1274 -0.02 -0.07 0.07
C -2.1590 -3.2863 2.2420 0.01 -0.03 -0.05
N -2.5081 -2.3570 1.1790 -0.04 0.05 0.09
C -3.7511 -1.6080 1.3161 -0.04 -0.10 -0.01
C -3.6323 -0.1002 1.0697 -0.01 0.00 0.03
N -2.5350 0.5404 1.7880 -0.04 -0.14 0.00
H -1.8931 1.3422 3.5666 0.03 -0.04 -0.02
H -3.5592 0.7906 3.6383 -0.01 -0.01 -0.01
H -2.9282 -1.4917 3.8942 -0.01 0.02 -0.04
H -1.9713 -0.5470 4.9832 0.02 0.04 -0.02
H -0.0720 -1.0827 3.7214 -0.03 -0.01 0.06
H -1.0438 -3.3839 4.0734 0.00 0.03 0.00
H -0.0300 -3.0900 2.6636 -0.03 0.02 -0.03
H -3.0372 -3.4951 2.8633 0.01 0.06 0.02
H -1.8739 -4.2496 1.8128 0.00 0.00 0.01
H -2.4019 -2.7474 0.2560 0.03 0.02 0.00
H -4.1580 -1.7880 2.3127 0.02 0.05 0.01
H -4.5196 -1.9801 0.6285 0.02 0.03 -0.04
H -4.6079 0.3471 1.3159 0.01 0.00 0.03
H -3.4537 0.0696 0.0060 0.03 -0.01 0.00
H -2.4036 1.4830 1.4490 -0.06 -0.02 -0.03
C 1.4395 2.3331 3.0629 -0.06 -0.02 0.04
C 2.4407 2.0891 1.9456 0.06 0.02 -0.08
N 3.8131 1.9514 2.4189 -0.03 -0.04 0.12
C 4.4678 3.1454 2.9498 -0.01 0.06 -0.08
C 4.6356 3.1065 4.4603 0.00 0.01 0.06
C 4.5827 0.8412 2.2824 0.09 0.04 -0.25
O 5.7795 0.8438 2.5309 0.01 -0.01 0.08
C 3.9357 -0.4153 1.7766 -0.05 0.01 0.10
C 4.4363 -1.0504 0.6495 0.01 0.00 -0.01
C 3.8306 -2.2186 0.2254 -0.03 0.00 0.00
C 2.7613 -2.7171 0.9558 -0.01 -0.02 -0.06
N 2.2948 -2.1429 2.0617 0.08 -0.04 0.02
C 2.8825 -1.0141 2.4504 -0.09 0.02 -0.04
H 0.4285 2.3565 2.6523 0.01 0.03 -0.03
H 1.6262 3.2800 3.5719 0.00 0.00 0.00
H 1.4778 1.5368 3.8084 0.02 -0.02 -0.01
H 2.4129 2.9274 1.2420 -0.01 -0.01 0.00
H 2.1609 1.2035 1.3772 -0.02 0.00 0.04
H 3.8626 4.0023 2.6476 -0.02 -0.01 0.03
H 5.4415 3.2445 2.4690 0.01 -0.02 0.02
H 3.6733 2.9869 4.9600 0.00 0.00 -0.01
H 5.0898 4.0312 4.8194 0.01 0.00 -0.03
H 5.2823 2.2782 4.7455 0.00 -0.02 -0.01
H 5.2781 -0.6263 0.1177 0.01 0.01 0.01
H 4.1695 -2.7365 -0.6609 0.00 0.00 -0.01
H 2.2475 -3.6120 0.6219 0.01 -0.03 0.06
H 2.4811 -0.5444 3.3426 0.02 -0.01 0.04
C -1.7950 1.8297 -10.1878 0.07 -0.05 0.00
C -1.5639 1.4175 -8.7535 -0.01 0.19 -0.03
O -0.7525 1.9326 -8.0360 0.02 -0.05 0.00
S -2.6641 0.1135 -8.2360 -0.09 -0.07 -0.02
C -2.2145 -0.0760 -6.5377 0.13 -0.09 0.08
C -3.0725 0.3495 -5.5347 -0.10 0.08 0.03
C -2.7539 0.1323 -4.2047 0.01 -0.02 0.01
C -1.5651 -0.5082 -3.8528 0.13 -0.08 -0.14
C -0.6916 -0.9095 -4.8726 -0.10 0.05 0.05
C -1.0182 -0.7021 -6.1978 0.00 0.03 -0.09
C -1.2386 -0.7614 -2.4831 -0.12 -0.06 0.10
C -0.9929 -1.0178 -1.3179 0.10 0.19 0.08
H -0.8593 2.2118 -10.5906 -0.03 0.02 -0.03
H -2.5409 2.6251 -10.2067 0.01 0.02 0.03
H -2.1613 1.0035 -10.7951 0.00 -0.01 0.01
H -3.9938 0.8575 -5.7903 0.00 -0.03 -0.04
H -3.4286 0.4580 -3.4244 0.00 0.00 0.01
H 0.2394 -1.3909 -4.6074 0.00 -0.01 0.01
H -0.3420 -1.0167 -6.9821 -0.01 -0.03 0.01
```
Forces are in eV/Å.

The total energy comes out at -54098.70556 eV. The expectation value of S² is 0.755. The multiplicity is 2. The maximum force is 0.27 eV Å⁻¹. The calculation puts the molar mass at 683.3 g mol⁻¹.

---

No. 2
Below is a 9-piece molecular cluster, C14H46N8O9 overall, with properties calculated with ωB97M-V with the def2-TZVPD basis set.

The geometry in XYZ format:
```
77
Properties=species:S:1:pos:R:3:forces:R:3
N 0.8650 -3.4029 2.0422 -0.93 -0.12 1.10
C -0.4833 -3.1390 2.0143 1.84 0.29 -1.47
N -1.0234 -2.6970 3.1352 -1.01 0.34 1.50
O -1.0637 -3.1633 0.9539 -0.91 -0.32 -1.29
H 1.2806 -3.5233 1.1560 0.60 -0.22 -0.59
H 1.3866 -3.4372 2.8993 0.19 0.09 -0.24
H -0.5803 -3.0269 3.9414 0.73 -0.21 1.52
H -2.0232 -2.6601 3.2518 -0.39 0.24 -0.45
N 1.3942 3.5805 2.9543 -0.26 0.85 0.02
C 1.9845 2.8803 1.9689 -0.69 -2.02 2.23
N 3.2145 3.2467 1.6172 0.51 -0.06 -1.49
O 1.4934 1.7835 1.6647 -0.23 -0.66 -1.31
H 1.7432 4.5172 2.9928 -0.49 0.44 0.66
H 0.5176 3.2600 3.4450 0.73 0.40 -0.77
H 3.6082 3.9478 2.2196 0.68 -0.08 -0.55
H 3.6970 2.6677 0.8760 -0.10 1.09 1.07
N -3.4042 -0.3485 1.2909 -0.36 -0.76 0.68
C -3.9952 -1.2251 2.1898 2.51 1.87 -1.44
N -4.9119 -2.0811 1.6963 -0.96 -0.34 1.10
O -3.6117 -1.2433 3.3618 -0.55 -0.35 0.53
H -3.7401 -0.2883 0.3272 0.31 0.31 0.53
H -2.5634 0.1772 1.6051 -0.95 -0.60 -0.32
H -5.6361 -2.3442 2.3332 0.00 -0.36 0.23
H -5.0310 -2.3650 0.7626 0.16 0.25 -1.13
N -2.0687 0.8166 4.8514 0.04 0.30 0.82
C -1.2697 1.4642 3.9995 0.54 -1.67 -1.57
N -0.8513 0.6935 2.8918 0.55 0.64 0.44
O -0.9387 2.6224 4.1589 0.23 1.09 0.13
H -2.4435 1.3888 5.5761 -0.25 0.06 0.36
H -2.4843 -0.0630 4.6458 -0.47 -0.47 -0.47
H -0.0486 1.1472 2.3912 -0.69 -0.56 0.44
H -0.7061 -0.3005 3.1015 -0.17 0.56 -0.21
C 1.0543 3.7024 -3.8949 0.90 0.69 -1.65
C 0.7083 2.8269 -2.7757 1.17 -1.00 1.37
O -0.3618 1.9433 -2.9559 -0.64 -0.40 -0.39
H 0.2561 4.3702 -4.1850 -0.21 0.31 -0.05
H 1.2423 3.0290 -4.7423 0.12 0.36 -0.17
H 2.0027 4.2847 -3.7148 -1.01 -0.55 -0.04
H 0.4340 3.3511 -1.8923 -0.11 0.74 0.78
H 1.6565 2.3089 -2.5395 -0.42 -0.24 0.25
H -0.1330 1.1820 -3.4969 0.20 0.13 -0.07
C -0.8855 -3.6026 -2.7086 0.49 1.68 -0.67
C -2.2049 -3.5965 -2.0043 0.14 -0.30 1.69
O -2.3779 -2.3719 -1.2515 -0.44 -0.64 -0.90
H -0.7855 -4.5011 -3.2961 0.26 -0.29 -0.28
H -0.0010 -3.4477 -2.0512 -0.76 -0.39 -0.15
H -0.8974 -2.7038 -3.3709 0.21 -0.72 0.08
H -2.1803 -4.3935 -1.2469 -0.30 -0.11 -0.25
H -3.0459 -3.8097 -2.6837 0.22 0.52 0.24
H -1.9039 -2.5355 -0.4217 0.00 0.22 0.29
C 2.2569 -0.6031 -2.3065 1.11 0.67 -0.85
C 1.5496 -0.6549 -1.0246 -2.02 0.54 1.29
O 2.5123 -0.1959 -0.0231 -0.52 -0.77 -0.44
H 1.8220 -0.7904 -3.3021 -0.35 -0.48 0.83
H 3.1483 -1.1700 -2.1246 0.77 -0.47 -0.64
H 2.5377 0.4336 -2.3129 0.68 0.59 -0.57
H 1.1079 -1.6689 -0.8386 0.46 0.80 0.44
H 0.7317 0.0953 -1.0845 0.08 -0.64 0.42
H 2.0980 0.3456 0.6896 -0.16 -0.06 -0.55
C 6.7300 1.6366 1.2315 -0.75 -0.98 2.04
C 5.4494 0.8608 0.8840 0.73 0.25 0.10
O 4.7778 1.5602 -0.1333 -0.65 0.41 -0.66
H 7.3291 1.8487 0.4158 0.83 0.44 -2.14
H 7.3933 0.9760 1.8319 -0.57 0.57 0.20
H 6.5373 2.6070 1.7409 -0.02 -0.81 -0.10
H 4.8184 0.7583 1.7579 -0.23 0.12 0.46
H 5.6262 -0.1588 0.5491 0.48 -0.13 -0.06
H 4.0562 0.9956 -0.4692 0.03 -0.02 0.24
C -3.7662 -0.5555 -3.9665 0.00 1.24 -2.61
C -4.3075 0.3034 -2.8596 -0.68 0.08 1.50
O -3.5462 0.0721 -1.6504 -0.14 0.66 0.01
H -3.6838 -1.6093 -3.7973 -0.20 -0.58 0.67
H -2.7579 -0.1907 -4.1844 0.07 -0.14 0.05
H -4.3046 -0.4616 -4.9765 0.38 0.09 1.52
H -5.3528 0.0885 -2.5892 0.02 -0.24 -0.45
H -4.3375 1.4224 -3.0703 0.66 -1.45 0.14
H -3.3092 -0.8659 -1.4705 -0.04 0.28 -0.99
```
Forces are in eV/Å.

The total energy comes out at -45615.58517 eV. The SMILES is NC(N)=O.NC(N)=O.NC(N)=O.NC(N)=O.CCO.CCO.CCO.CCO.CCO. The maximum force is 3.45 eV Å⁻¹. The calculation puts the molar mass at 470.6 g mol⁻¹.

---

No. 3
Below is AlN2O6 as an isolated structure, with properties calculated with ωB97M-V with the def2-TZVPD basis set.

The geometry in XYZ format:
```
9
Properties=species:S:1:pos:R:3:forces:R:3
Al 5.2818 -2.5622 -32.9156 -0.28 -0.15 -0.09
N 4.2012 -5.8314 -34.8783 2.01 -0.15 1.50
O 3.3787 -5.3559 -35.6529 -1.74 1.67 -1.38
O 4.4353 -6.9871 -34.9851 -0.17 -1.33 -0.32
O 4.7771 -5.1251 -34.0548 -0.29 0.78 0.12
N 2.1463 -3.3886 -34.3166 -1.35 -1.24 0.69
O 1.2256 -4.1538 -34.5325 0.43 0.56 0.18
O 2.9060 -3.1349 -35.2903 0.99 -0.52 -0.21
O 2.4074 -2.9319 -33.2094 0.39 0.36 -0.48
```
Forces are in eV/Å.

The total energy comes out at -21840.73213 eV. As for the charge: +1. The maximum force is 2.78 eV Å⁻¹. The calculation puts the molar mass at 151.0 g mol⁻¹.

---

No. 4
Below is one molecule with the formula C5H7NO, with properties calculated with ωB97M-V with the def2-TZVPD basis set.

The geometry in XYZ format:
```
14
Properties=species:S:1:pos:R:3:forces:R:3
C 0.8357 -1.3473 1.3936 0.02 0.29 -0.09
C 0.2384 -0.4559 0.5948 -1.71 -0.45 0.41
C -1.3070 -0.3972 0.5082 1.10 -0.44 0.78
C 1.0232 0.4226 -0.2227 -0.18 0.69 -0.95
C 0.5667 1.1914 -1.2478 1.94 0.08 0.28
N -0.7685 1.2738 -1.5289 -2.08 0.28 -1.36
O -1.1049 1.7661 -2.6100 1.08 -0.35 1.23
H 0.2679 -2.0082 2.0287 -0.14 -0.11 -0.01
H 1.9081 -1.4464 1.4423 0.22 0.10 -0.01
H -1.6648 0.6224 0.6117 -0.06 -0.09 -0.16
H -1.6926 -0.9856 1.3383 -0.11 -0.12 0.02
H -1.6522 -0.8331 -0.4283 -0.07 0.21 0.03
H 2.0840 0.4393 -0.0146 0.16 -0.04 -0.16
H 1.2661 1.7581 -1.8653 -0.15 -0.03 0.00
```
Forces are in eV/Å.

The total energy comes out at -8832.41984 eV. The SMILES is C=C(C)/C=C\N=O. The maximum force is 2.50 eV Å⁻¹. The calculation puts the molar mass at 97.1 g mol⁻¹.

---

No. 5
Below is a 5-piece molecular cluster, C9H24Cl4O4S4 overall, with properties calculated with ωB97M-V with the def2-TZVPD basis set.

The geometry in XYZ format:
```
45
Properties=species:S:1:pos:R:3:forces:R:3
C 7.7344 -19.7257 31.7214 0.58 -0.17 -0.14
S 6.0082 -19.8355 32.2470 0.65 -1.57 -0.53
O 6.0383 -21.2469 32.8305 -0.50 1.79 -0.09
C 6.0233 -18.6257 33.5913 0.12 -1.42 0.57
H 8.1096 -18.7611 31.3795 -0.33 0.09 0.00
H 7.8950 -20.4863 30.9573 -0.45 0.22 -0.33
H 8.3712 -20.1104 32.5181 -0.26 0.30 0.50
H 5.8083 -17.5873 33.3390 0.31 -0.23 -0.22
H 6.9559 -18.8552 34.1067 0.09 0.70 0.16
H 5.2440 -19.0412 34.2302 -0.22 0.30 0.08
C 3.8369 -34.5550 20.1226 0.27 -0.05 0.25
S 5.1797 -34.0398 21.2597 0.69 1.12 0.41
O 6.4409 -33.7356 20.4800 -1.59 -0.17 0.50
C 4.4549 -32.3913 21.8973 -0.19 -0.51 -0.45
H 3.8702 -35.6434 20.0727 0.29 0.01 0.00
H 3.9893 -34.1601 19.1181 -0.12 0.28 0.18
H 2.8746 -34.3163 20.5753 0.03 0.33 -0.18
H 4.3438 -31.6705 21.0872 0.14 -0.14 -0.12
H 5.0267 -31.9390 22.7076 0.66 -0.41 -0.31
H 3.4806 -32.5457 22.3609 -0.18 -0.45 -0.29
C -2.0824 -21.0514 35.1891 0.08 -1.01 -0.30
S -0.4383 -21.8240 35.4468 0.15 -1.52 1.41
O -0.6851 -22.9162 36.5023 0.18 1.63 -1.38
C -0.1694 -22.7847 33.9070 -0.54 0.20 0.44
H -2.3847 -20.5586 36.1131 0.37 -0.01 -0.02
H -2.7261 -21.9193 35.0461 -0.26 0.13 -0.10
H -2.1490 -20.3710 34.3402 0.25 -0.05 0.03
H 0.7279 -23.3948 34.0107 0.25 0.53 0.29
H -0.0877 -22.0918 33.0696 -0.12 -0.23 -0.12
H -0.9631 -23.5285 33.8369 -0.36 0.35 -0.25
C 1.6789 -34.1739 27.3100 -0.03 -0.08 0.39
S 2.3953 -35.8180 26.8577 -0.23 -0.50 0.94
O 2.5848 -36.6154 28.1568 -0.80 1.26 -2.09
C 0.9018 -36.5060 25.9059 0.30 0.30 1.55
H 0.8329 -34.2865 27.9880 -0.20 -0.28 -0.25
H 1.4260 -33.5501 26.4527 -0.15 -0.43 -0.27
H 2.3919 -33.5754 27.8771 0.47 -0.46 -0.05
H 0.0908 -36.5499 26.6328 -0.03 -0.02 0.08
H 1.1468 -37.5325 25.6333 0.17 0.25 -0.22
H 0.5679 -35.8765 25.0811 0.49 -0.03 -0.07
C 3.8470 -26.2855 28.5379 0.36 -1.17 0.57
Cl 3.8436 -27.6275 27.3222 -0.33 0.89 0.15
Cl 2.3816 -25.2806 28.4891 0.87 -0.11 -0.54
Cl 3.8304 -27.1026 30.1289 0.02 0.16 -0.01
Cl 5.4179 -25.4490 28.4012 -0.93 0.23 -0.16
```
Forces are in eV/Å.

The total energy comes out at -111337.40598 eV. The maximum force is 2.57 eV Å⁻¹. The calculation puts the molar mass at 466.4 g mol⁻¹.

---

No. 6
Below is a 3-piece molecular cluster, C3H12N2O3 overall, with properties calculated with ωB97M-V with the def2-TZVPD basis set.

The geometry in XYZ format:
```
20
Properties=species:S:1:pos:R:3:forces:R:3
C 0.4401 2.4908 0.1423 0.07 0.03 0.34
N -0.3509 1.2988 -0.1140 0.26 -0.13 -0.50
C 0.2685 0.1258 -0.3811 0.92 0.27 -0.25
O 1.4729 -0.0237 -0.1736 -0.24 0.04 0.20
C -0.5343 -0.9998 -0.9847 -0.50 -0.18 0.12
N -1.9277 -0.9036 -0.6022 -0.11 0.42 -0.18
H 1.4955 2.2467 0.2115 -0.03 -0.31 -0.09
H 0.3306 3.2068 -0.6690 -0.19 0.17 0.09
H 0.1673 2.9193 1.1076 -0.14 0.27 -0.16
H -1.2724 1.4092 -0.5093 -0.12 -0.18 0.22
H -0.0212 -1.9272 -0.7261 -0.02 -0.09 0.14
H -0.4762 -0.9407 -2.0732 0.15 0.24 0.00
H -2.5662 -1.3252 -1.2584 0.05 -0.21 0.25
H -2.0995 -1.1664 0.3577 -0.19 -0.14 -0.12
O -1.2095 -0.1291 2.7177 -0.10 -0.07 0.02
H -1.1141 0.8270 2.6573 0.00 -0.06 -0.07
H -0.5230 -0.4768 2.1409 0.15 0.05 0.09
O 2.5268 -2.5687 -0.4864 -0.09 0.12 0.21
H 3.1629 -2.3759 -1.1801 0.01 0.01 0.01
H 2.2304 -1.6872 -0.1768 0.13 -0.25 -0.32
```
Forces are in eV/Å.

The total energy comes out at -12428.85893 eV. The SMILES is CNC(=O)CN.O.O. The maximum force is 0.99 eV Å⁻¹. The calculation puts the molar mass at 124.1 g mol⁻¹.

---

- Which value of maximum force does entry 2 give?
  3.45 eV Å⁻¹